[1]
A 2-piece molecular cluster, C3H8N2O overall, computed with wB97M-V/def2-TZVPD.

Cartesian coordinates (Å):
C: -0.132616 0.655788 0.866941
C: -0.328751 -1.392651 -0.376421
N: 0.534906 -0.427560 0.306496
N: -1.347133 1.028308 -0.323413
C: 1.820258 -0.221132 -0.154055
O: 2.438603 0.814553 -0.083911
H: -2.167160 1.443224 0.098941
H: -0.950937 1.689530 -0.980548
H: 2.182983 -1.081490 -0.740853
H: 0.516715 1.508748 1.057883
H: -0.780457 0.346728 1.683682
H: 0.284310 -2.090722 -0.944240
H: -1.220043 -0.301951 -0.801492
H: -0.850677 -1.971374 0.390988

Force components x, y, z for each atom (eV/Å):
C -2.8 0.7 -1.8
C -1.6 1.5 0.0
N 1.6 -0.3 -0.3
N 2.1 0.4 1.7
C -0.9 0.0 -0.8
O 0.2 0.2 0.5
H 0.0 0.0 0.2
H 0.1 0.1 0.0
H 0.1 -0.1 0.3
H -0.2 -0.1 0.0
H 0.1 0.2 0.2
H -0.2 0.3 -0.4
H 1.5 -2.6 0.5
H -0.1 -0.1 0.0

Output
2S+1: 1
Relative energy (zero: lowest compared OMol25 entry of this formula, charge and spin), kJ/mol: 334.1
Energy, Eh: -303.76489
Molar mass, Da: 88.11
LUMO, eV: 0.81

***

[2]
C3H8N2O as an isolated structure, computed with wB97M-V/def2-TZVPD.

Cartesian coordinates (Å):
C: 1.225844 0.726697 0.262568
C: -1.469093 0.010663 -1.227121
C: -0.566325 0.019200 -0.048186
N: 1.429792 0.329373 1.519192
O: 0.968320 -0.133198 -0.805691
N: -0.880172 -0.608648 1.078630
H: -1.451000 -1.445222 0.965577
H: 2.106608 0.915198 1.995746
H: 0.179140 -0.359396 1.823119
H: 1.758651 1.571510 -0.181512
H: 1.752768 -1.002482 -0.742002
H: -2.482495 -0.288393 -0.966112
H: -1.487839 0.983554 -1.715854
H: -1.084200 -0.718858 -1.958353

Force components x, y, z for each atom (eV/Å):
C -2.4 1.0 1.2
C 0.3 -0.2 -0.8
C -1.1 1.9 2.6
N 0.2 -0.8 -0.9
O 5.0 -6.1 -1.1
N 2.5 0.6 -0.8
H 0.2 0.1 0.5
H -0.4 0.0 0.1
H -0.8 0.1 -1.2
H -0.5 0.4 0.6
H -2.7 2.8 -0.5
H 0.0 0.1 0.2
H -0.1 0.0 -0.1
H -0.2 0.2 0.1

Output
2S+1: 1
Relative energy (zero: lowest compared OMol25 entry of this formula, charge and spin), kJ/mol: 620.6
Energy, Eh: -303.65577
Molar mass, Da: 88.11
LUMO, eV: 0.84

***

[3]
One molecule with the formula C3H8N2O, computed with wB97M-V/def2-TZVPD.

Cartesian coordinates (Å):
O: 1.039818 -0.940417 1.502130
C: 0.175626 -0.941138 0.648756
N: 0.139864 -0.061601 -0.410562
C: 0.965379 1.167133 -0.342899
N: 0.273005 2.349753 -0.786003
C: -0.989729 -1.927641 0.648770
H: -0.383248 -0.393265 -1.211639
H: 1.211219 1.229597 0.703491
H: 1.859735 1.063558 -0.955991
H: -0.076995 2.275041 -1.730602
H: -0.344845 2.760818 -0.104392
H: -1.929673 -1.436964 0.907492
H: -1.202862 -2.467578 -0.269624
H: -0.737290 -2.677301 1.401074

Force components x, y, z for each atom (eV/Å):
O -0.4 0.3 0.1
C -0.4 -0.3 -1.1
N 0.3 -0.3 1.0
C -0.9 -0.3 -1.0
N 0.7 0.0 0.1
C 0.2 -0.5 0.7
H 0.1 0.7 0.1
H 0.4 0.2 0.2
H 0.1 -0.2 0.2
H -0.2 0.2 0.3
H -0.3 -0.2 -0.3
H 0.2 0.1 0.2
H 0.4 0.2 -0.4
H -0.3 0.1 0.0

Output
2S+1: 1
Relative energy (zero: lowest compared OMol25 entry of this formula, charge and spin), kJ/mol: 67.3
Energy, Eh: -303.86648
Molar mass, Da: 88.11
LUMO, eV: 0.87

***

[4]
A 2-piece molecular cluster, C3H8N2O overall, computed with wB97M-V/def2-TZVPD.

Cartesian coordinates (Å):
C: 1.372792 2.123976 -0.542629
C: -1.913743 -0.327756 -0.476780
C: -0.078640 -1.527902 0.246296
N: 1.906046 1.064271 -1.081883
N: -0.686141 -0.358825 -0.204159
O: 2.735172 0.770305 -1.997296
H: 0.526254 2.016186 0.175255
H: 1.599692 3.153980 -0.964931
H: -2.279052 0.617726 -0.965852
H: -2.503832 -1.276915 -0.317544
H: 0.870361 -1.206596 0.662918
H: -0.683543 -2.242201 0.902699
H: 0.194856 -2.131459 -0.522522
H: 1.529947 0.162417 -0.552567

Force components x, y, z for each atom (eV/Å):
C 0.1 1.7 -1.3
C 0.0 -0.2 -0.4
C -0.2 -0.6 3.1
N -1.3 -3.1 2.1
N -1.1 1.5 -0.8
O -0.4 1.4 0.5
H 1.2 -0.3 -0.7
H -0.1 -1.6 0.6
H -0.2 -1.2 0.7
H -0.1 1.2 -0.3
H 0.1 -0.6 0.9
H 0.6 1.2 -0.3
H 0.8 -1.7 -2.8
H 0.7 2.2 -1.4

Output
2S+1: 1
Relative energy (zero: lowest compared OMol25 entry of this formula, charge and spin), kJ/mol: 501.2
Energy, Eh: -303.70123
Molar mass, Da: 88.11
LUMO, eV: 0.84

***

The lowest LUMO belongs to which entry?
number 1

***

Which of these has the lowest relative energy (zero: lowest compared OMol25 entry of this formula, charge and spin)?
number 3